{
  "formula": "C3H9BO2",
  "method": "ωB97M-V/def2-TZVPD",
  "total_charge": 0,
  "orbital_gap_ha": 0.3857,
  "multiplicity": 1,
  "energy_ha": -295.0251,
  "homo_ha": -0.3702,
  "e_above_lowest_kj_mol": 202.2,
  "smiles": "CC(C)(O)BO",
  "fmax_ha_per_bohr": 0.07576,
  "lumo_ev": 0.42,
  "symbols": ["C", "C", "C", "O", "B", "O", "H", "H", "H", "H", "H", "H", "H", "H", "H"],
  "positions_angstrom": [[0.616, -0.449, -1.335], [0.060, 0.314, -0.171], [1.014, 0.383, 1.062], [-0.156, 1.719, -0.520], [-1.295, -0.462, 0.498], [-2.384, 0.346, 0.376], [0.472, -1.512, -1.016], [1.659, -0.281, -1.393], [0.143, -0.393, -2.235], [1.184, -0.573, 1.566], [2.059, 0.821, 0.892], [0.308, 0.997, 1.767], [-1.128, 1.825, -0.501], [-1.634, -1.404, 1.246], [-3.145, -0.186, 0.649]],
  "forces_ev_per_angstrom": [[0.470, -2.194, 3.185], [-0.271, -0.196, 1.574], [-0.787, 0.954, 0.759], [-1.201, -1.234, 0.186], [0.152, 1.652, -0.021], [-0.723, -0.467, -0.362], [0.525, 0.370, -0.423], [1.162, 0.250, -0.512], [-1.416, 0.755, -2.451], [-0.173, -0.120, -0.251], [-1.711, -0.101, 0.054], [2.086, -0.673, -0.743], [0.598, 0.220, -0.127], [1.416, 0.106, -0.961], [-0.128, 0.678, 0.093]]
}



{
  "formula": "C3H9BOS",
  "method": "ωB97M-V/def2-TZVPD",
  "total_charge": 0,
  "orbital_gap_ha": 0.2737,
  "multiplicity": 1,
  "energy_ha": -617.9193,
  "homo_ha": -0.2755,
  "e_above_lowest_kj_mol": 277.5,
  "fmax_ha_per_bohr": 0.07929,
  "lumo_ev": -0.05,
  "symbols": ["B", "C", "C", "C", "O", "S", "H", "H", "H", "H", "H", "H", "H", "H", "H"],
  "positions_angstrom": [[-1.061, 1.205, -0.726], [1.827, -1.133, 0.269], [0.401, 0.778, -0.419], [0.646, -0.322, 0.640], [-1.918, 1.933, -1.319], [-3.126, -0.402, 0.855], [1.884, -2.105, 0.935], [2.696, -0.533, 0.425], [1.932, -1.253, -0.819], [1.026, 1.671, -0.183], [0.416, 0.344, -1.427], [-0.311, -0.859, 0.702], [0.860, 0.199, 1.673], [-2.820, 1.978, -1.268], [-2.452, -1.500, 0.663]],
  "forces_ev_per_angstrom": [[-0.868, -1.101, 2.773], [0.714, -1.917, 0.614], [-1.532, 0.804, 0.484], [-1.204, 1.613, 1.415], [3.842, 0.731, -1.151], [0.665, 1.797, -0.744], [0.097, 1.800, -1.746], [0.954, 0.284, 0.727], [-0.577, -0.958, 0.264], [-0.249, -0.562, -1.056], [1.479, -0.030, -0.394], [0.538, -0.156, 0.372], [-0.771, -0.998, -1.891], [-3.558, -0.322, 0.505], [0.469, -0.988, -0.171]]
}



{
  "formula": "C3H9BS",
  "method": "ωB97M-V/def2-TZVPD",
  "total_charge": 0,
  "orbital_gap_ha": 0.3285,
  "multiplicity": 1,
  "energy_ha": -542.6328,
  "homo_ha": -0.3402,
  "e_above_lowest_kj_mol": 297.7,
  "fmax_ha_per_bohr": 0.09284,
  "lumo_ev": -0.32,
  "symbols": ["B", "C", "C", "C", "S", "H", "H", "H", "H", "H", "H", "H", "H", "H"],
  "positions_angstrom": [[0.081, 0.079, 0.090], [1.330, 1.028, -0.132], [0.297, -1.478, -0.111], [-1.285, 0.857, -0.018], [-2.749, 0.028, -0.074], [1.719, 0.953, -1.081], [2.188, 0.862, 0.493], [1.242, 2.135, -0.127], [0.534, -1.904, 0.777], [1.060, -1.547, -0.755], [-0.526, -1.923, -0.455], [-0.167, 0.327, 1.328], [-1.512, 1.847, -0.123], [-2.213, -1.266, 0.188]],
  "forces_ev_per_angstrom": [[-0.490, 2.184, 0.588], [0.135, 1.677, 0.939], [-0.785, 3.543, 1.161], [1.392, -4.561, -0.218], [-0.050, -1.746, 0.765], [0.939, -0.829, -2.649], [0.347, -0.440, 0.622], [-0.713, -0.363, 0.578], [0.954, -1.482, 2.716], [2.850, -0.679, -2.510], [-3.197, -2.131, -1.697], [-0.795, 0.414, 0.153], [0.180, 2.896, 0.116], [-0.766, 1.517, -0.565]]
}



{
  "formula": "C3H9BS",
  "method": "ωB97M-V/def2-TZVPD",
  "total_charge": 0,
  "orbital_gap_ha": 0.3865,
  "multiplicity": 1,
  "energy_ha": -542.7341,
  "homo_ha": -0.3679,
  "e_above_lowest_kj_mol": 31.8,
  "smiles": "CCB(C)S",
  "fmax_ha_per_bohr": 0.06686,
  "lumo_ev": 0.51,
  "symbols": ["C", "C", "B", "C", "S", "H", "H", "H", "H", "H", "H", "H", "H", "H"],
  "positions_angstrom": [[1.189, 1.496, 0.093], [0.844, 0.016, 0.131], [-0.790, -0.348, -0.112], [-1.006, -1.900, -0.011], [-2.255, 0.695, -0.358], [0.626, 1.977, -0.771], [2.264, 1.722, -0.302], [1.046, 1.991, 1.067], [1.388, -0.637, -0.555], [1.065, -0.205, 1.254], [-1.949, -2.259, -0.286], [-0.601, -2.026, 0.970], [-0.133, -2.354, -0.591], [-1.689, 1.831, -0.530]],
  "forces_ev_per_angstrom": [[1.493, 1.217, -2.848], [-2.007, 0.588, 2.082], [1.570, -0.267, 0.248], [2.860, 1.242, -1.299], [-0.134, -1.795, 0.157], [0.196, -0.091, 1.389], [-1.470, -0.599, 1.194], [-0.116, -0.031, -0.690], [0.274, 0.183, 0.288], [-0.330, -0.697, -1.971], [-1.215, -0.987, 0.088], [-0.569, -0.781, 1.223], [-1.418, 0.295, 0.229], [0.867, 1.721, -0.090]]
}



{
  "formula": "C3H9BrClN2",
  "method": "ωB97M-V/def2-TZVPD",
  "total_charge": 1,
  "orbital_gap_ha": 0.3637,
  "multiplicity": 1,
  "energy_ha": -3263.0913,
  "homo_ha": -0.4896,
  "e_above_lowest_kj_mol": 37.3,
  "fmax_ha_per_bohr": 0.06751,
  "lumo_ev": -3.43,
  "symbols": ["C", "C", "C", "N", "N", "Cl", "Br", "H", "H", "H", "H", "H", "H", "H", "H", "H"],
  "positions_angstrom": [[-1.578, -0.185, -0.226], [-0.411, 0.801, -0.342], [1.330, -0.504, -0.547], [-0.073, 1.574, 0.931], [0.855, -1.776, -0.548], [-1.734, -0.792, 1.594], [2.717, -0.049, 0.730], [-2.616, 0.167, -0.373], [-1.217, -1.129, -0.808], [-0.334, 1.375, -1.231], [1.802, -0.213, -1.409], [-0.198, 2.565, 0.774], [1.006, 1.360, 1.039], [-0.782, 1.254, 1.594], [0.414, -2.166, 0.240], [0.820, -2.283, -1.418]],
  "forces_ev_per_angstrom": [[0.999, -1.096, 0.920], [1.981, -2.391, 1.553], [-2.766, 0.218, 1.726], [1.016, -0.579, -2.576], [0.637, 0.557, -1.119], [0.391, 0.468, -1.591], [-0.531, 0.310, 0.565], [0.823, -0.181, -0.547], [-1.249, 1.646, 0.859], [-0.198, 0.618, -0.548], [0.358, 0.603, -2.369], [0.056, 0.435, 0.081], [-2.019, 0.270, 0.989], [0.745, -0.278, 0.938], [-0.340, -0.528, 0.970], [0.097, -0.073, 0.147]]
}



{
  "formula": "C3H9Cl2N2",
  "method": "ωB97M-V/def2-TZVPD",
  "total_charge": 1,
  "orbital_gap_ha": 0.3643,
  "multiplicity": 1,
  "energy_ha": -1149.2856,
  "homo_ha": -0.4939,
  "e_above_lowest_kj_mol": 80.5,
  "smiles": "CNC(Cl)(Cl)C[NH3+]",
  "fmax_ha_per_bohr": 0.10211,
  "lumo_ev": -3.53,
  "symbols": ["C", "N", "C", "Cl", "Cl", "C", "N", "H", "H", "H", "H", "H", "H", "H", "H", "H"],
  "positions_angstrom": [[-0.681, -2.526, 0.123], [-0.985, -1.129, 0.088], [0.237, -0.066, -0.275], [1.857, -0.512, 0.299], [0.357, 0.199, -2.103], [-0.157, 1.299, 0.290], [0.816, 2.220, -0.198], [0.127, -2.879, 0.921], [-1.588, -3.017, 0.371], [-0.224, -2.794, -0.876], [-1.400, -0.703, 0.963], [-1.170, 1.702, 0.139], [-0.160, 1.153, 1.360], [0.668, 3.038, 0.255], [0.565, 2.174, -1.294], [1.739, 1.842, -0.063]],
  "forces_ev_per_angstrom": [[3.571, -0.689, 0.470], [2.268, 4.735, 0.099], [-3.540, -2.475, -0.264], [-0.413, -0.104, 0.069], [-0.319, -0.665, 0.708], [-1.330, -2.080, 1.442], [-0.657, -2.030, -4.042], [-1.535, 0.908, -1.362], [-0.777, -0.742, -0.221], [-0.976, -0.059, 1.029], [0.683, -1.119, -1.163], [0.283, -0.623, -0.883], [0.725, 0.356, 0.561], [-0.052, 3.860, 1.219], [1.187, 0.729, 2.247], [0.882, -0.001, 0.090]]
}



{
  "formula": "C3H9Cl3Si2",
  "method": "ωB97M-V/def2-TZVPD",
  "total_charge": 0,
  "orbital_gap_ha": 0.3894,
  "multiplicity": 1,
  "energy_ha": -2079.3630,
  "homo_ha": -0.3687,
  "e_above_lowest_kj_mol": 200.9,
  "fmax_ha_per_bohr": 0.06994,
  "lumo_ev": 0.56,
  "symbols": ["C", "C", "C", "Si", "Si", "Cl", "Cl", "Cl", "H", "H", "H", "H", "H", "H", "H", "H", "H"],
  "positions_angstrom": [[1.246, 1.603, -0.549], [0.721, -1.275, 0.318], [-1.191, -0.923, -0.264], [1.847, -0.159, -0.805], [-2.053, 0.157, 1.079], [-1.072, 0.389, 2.833], [-2.420, 2.019, 0.436], [-3.716, -0.980, 1.312], [2.053, 2.356, -0.349], [0.731, 1.823, -1.479], [0.449, 1.541, 0.246], [0.560, -0.850, 1.321], [0.853, -2.405, 0.321], [-0.986, -0.357, -1.166], [-1.714, -1.841, -0.548], [3.220, -0.407, -0.557], [1.471, -0.690, -2.150]],
  "forces_ev_per_angstrom": [[0.026, -0.214, 0.524], [-2.816, 0.178, -0.700], [3.346, 0.502, 1.220], [-2.503, -1.105, 0.332], [0.705, -1.983, -1.572], [0.087, -0.059, 0.359], [-0.327, 0.613, -0.268], [-0.709, 0.185, 0.532], [-0.970, -0.642, -0.034], [-0.066, 0.493, -0.099], [1.081, 0.487, -0.605], [0.685, -0.631, -0.257], [-0.202, 1.589, 0.026], [-0.201, 0.216, -0.160], [0.254, 0.144, 0.486], [1.282, -0.108, 0.253], [0.330, 0.336, -0.037]]
}